(1)
Below is C3H4OS as an isolated structure at a distorted geometry, with properties calculated with the ωB97M-V functional and the def2-TZVPD basis.

Positions of all 9 atoms, in Å:
C  0.04  -0.39  0.79
C  0.78  -0.99  -0.57
C  -0.09  -0.11  -1.43
H  0.78  -2.05  -0.78
H  1.75  -0.53  -0.56
H  -0.98  -0.42  -1.88
H  0.53  0.22  -2.31
O  -0.11  -0.74  1.90
S  -0.35  1.11  -0.15

Computed properties:
total charge	0
ΔE to the lowest compared entry with this formula, charge and spin	0.5458	eV
HOMO-LUMO gap	10.111	eV


(2)
Below is one molecule with the formula C3H4OS at a distorted geometry, with properties calculated with the ωB97M-V functional and the def2-TZVPD basis.

Positions of all 9 atoms, in Å:
C  2.86  -0.16  -0.18
C  1.69  0.32  0.00
C  -0.69  0.30  0.18
H  3.71  0.48  -0.45
H  3.02  -1.25  -0.20
H  1.52  1.41  0.10
H  -0.44  1.32  0.15
O  0.53  -0.42  0.32
S  -2.20  -0.08  -0.13

Computed properties:
SMILES	C=COC=S
total charge	0
ΔE to the lowest compared entry with this formula, charge and spin	1.7461	eV
HOMO-LUMO gap	9.275	eV


(3)
Below is one molecule with the formula C3H4OS at a distorted geometry, with properties calculated with the ωB97M-V functional and the def2-TZVPD basis.

Positions of all 9 atoms, in Å:
C  -0.76  0.33  -0.33
C  2.11  -1.05  -0.29
C  -0.95  1.36  0.52
O  2.62  -1.80  0.43
S  -0.06  -1.16  0.23
H  -0.75  0.43  -1.38
H  -1.37  2.28  0.09
H  -0.89  1.45  1.61
H  0.05  -1.84  -0.90

Computed properties:
total charge	0
ΔE to the lowest compared entry with this formula, charge and spin	2.0770	eV
HOMO-LUMO gap	9.066	eV


(4)
Below is C3H4OS as an isolated structure at a distorted geometry, with properties calculated with the ωB97M-V functional and the def2-TZVPD basis.

Positions of all 9 atoms, in Å:
C  -1.24  -0.44  0.64
C  -0.07  -0.06  0.35
C  1.09  -0.13  -1.18
O  -1.07  1.70  2.37
S  -0.53  0.38  2.14
H  -2.01  -0.88  0.03
H  1.08  -1.19  -1.45
H  2.08  0.06  -0.96
H  0.66  0.56  -1.94

Computed properties:
total charge	0
ΔE to the lowest compared entry with this formula, charge and spin	4.1096	eV
HOMO-LUMO gap	9.806	eV


(5)
Below is C3H4OS as an isolated structure at a distorted geometry, with properties calculated with the ωB97M-V functional and the def2-TZVPD basis.

Positions of all 9 atoms, in Å:
C  0.24  -0.21  -0.17
C  -1.09  -0.22  -0.10
C  1.46  0.47  0.24
O  2.60  1.05  -0.26
S  1.03  -1.75  -0.05
H  -1.52  -1.20  0.00
H  -1.76  0.61  -0.16
H  2.65  0.94  -1.22
H  1.40  0.80  1.28

Computed properties:
total charge	0
ΔE to the lowest compared entry with this formula, charge and spin	2.7585	eV
HOMO-LUMO gap (alpha / beta)	7.941 / 7.940	eV


(6)
Below is one molecule with the formula C3H4OS at a distorted geometry, with properties calculated with the ωB97M-V functional and the def2-TZVPD basis.

Positions of all 9 atoms, in Å:
C  -0.26  0.00  -1.52
C  0.06  -0.58  -0.14
C  0.01  0.30  1.04
O  -1.09  0.61  -2.15
S  1.42  -0.34  -1.51
H  -0.19  -1.55  0.12
H  0.47  1.28  0.73
H  0.57  0.04  1.90
H  -0.97  0.23  1.53

Computed properties:
SMILES	C[C@@H]1SC1=O
total charge	0
ΔE to the lowest compared entry with this formula, charge and spin	1.1306	eV
HOMO-LUMO gap	10.262	eV


(7)
Below is a 2-piece molecular cluster, C3H4OS overall at a distorted geometry, with properties calculated with the ωB97M-V functional and the def2-TZVPD basis.

Positions of all 9 atoms, in Å:
C  -0.05  -0.76  -0.76
C  -0.74  0.51  -0.58
C  -0.86  -0.70  0.40
O  2.65  1.08  0.62
S  3.02  -0.16  -0.10
H  -0.30  1.20  0.09
H  -1.49  0.65  -1.33
H  -1.71  -1.42  0.29
H  -0.53  -0.40  1.36

Computed properties:
total charge	0
ΔE to the lowest compared entry with this formula, charge and spin	6.5602	eV
HOMO-LUMO gap (alpha / beta)	7.208 / 7.079	eV


(8)
Below is one molecule with the formula C3H4OS at a distorted geometry, with properties calculated with the ωB97M-V functional and the def2-TZVPD basis.

Positions of all 9 atoms, in Å:
C  -0.62  -0.40  -0.13
C  0.78  -0.80  0.16
C  0.61  0.66  -0.17
O  -2.76  0.86  0.05
S  -2.19  -0.49  0.11
H  1.13  -0.81  1.20
H  1.45  -1.40  -0.57
H  0.87  1.04  -1.23
H  0.73  1.34  0.59

Computed properties:
total charge	0
ΔE to the lowest compared entry with this formula, charge and spin	2.9755	eV
HOMO-LUMO gap	9.304	eV


- total charge of number 3 (C3H4OS)?
  0


Copy entry 6 word for word.
Below is one molecule with the formula C3H4OS at a distorted geometry, with properties calculated with the ωB97M-V functional and the def2-TZVPD basis.

Positions of all 9 atoms, in Å:
C  -0.26  0.00  -1.52
C  0.06  -0.58  -0.14
C  0.01  0.30  1.04
O  -1.09  0.61  -2.15
S  1.42  -0.34  -1.51
H  -0.19  -1.55  0.12
H  0.47  1.28  0.73
H  0.57  0.04  1.90
H  -0.97  0.23  1.53

Computed properties:
SMILES	C[C@@H]1SC1=O
total charge	0
ΔE to the lowest compared entry with this formula, charge and spin	1.1306	eV
HOMO-LUMO gap	10.262	eV